Record 1
ORCA calculation (ωB97M-V/def2-TZVPD) on an isolated molecule of C4H8O in a non-equilibrium geometry.

Structure (XYZ):
```
13
C4H8O (ωB97M-V/def2-TZVPD)
C 1.79375 0.12448 0.57773
O 0.67826 -0.69768 0.31144
C -0.20011 -0.06347 -0.55405
C -1.30378 -0.88017 -0.92302
C -1.10585 0.89376 0.45151
H 1.51497 1.19132 0.60504
H 2.54452 -0.05625 -0.20214
H 2.16539 -0.18892 1.55587
H 0.29390 0.48152 -1.36723
H -1.78352 -0.71919 -1.89747
H -1.53024 -1.81566 -0.42875
H -2.17360 1.06926 0.34898
H -0.89371 0.66101 1.52209
```

Properties
Kohn-Sham gap (alpha / beta) in eV: 8.380 / 8.686
Relative energy (zero: lowest compared OMol25 entry of this formula, charge and spin) in kJ/mol: 440.6
2S+1: 1
E_tot in a.u.: -232.277825

=====

Record 2
ORCA calculation (ωB97M-V/def2-TZVPD) on an isolated molecule of C5H6O4 in a non-equilibrium geometry.

Structure (XYZ):
```
15
C5H6O4 (ωB97M-V/def2-TZVPD)
C -0.61069 0.35873 -1.24352
C 0.16973 0.09858 0.07869
C -0.04102 1.04163 1.26562
C -0.55655 -0.92664 0.94974
C 1.68588 -0.30027 -0.09677
H -1.09303 -1.50591 -1.57967
H -0.19595 1.17498 -1.90034
H -1.64567 0.75058 -0.97454
H -0.78887 1.88780 1.22089
H 0.88706 1.30221 1.74000
H 1.83484 -1.06234 -0.90675
O -0.58971 -0.78836 -2.04567
O -0.70445 -0.08582 1.99013
O -0.88192 -2.07142 0.87704
O 2.53034 0.12624 0.62515
```

Properties
Kohn-Sham gap in eV: 10.742
Relative energy (zero: lowest compared OMol25 entry of this formula, charge and spin) in kJ/mol: 157.4
2S+1: 1
E_tot in a.u.: -495.044784

=====

Record 3
ORCA calculation (ωB97M-V/def2-TZVPD) on a structure of composition C15H15N7O4Zr in a non-equilibrium geometry.

Structure (XYZ):
```
42
C15H15N7O4Zr (ωB97M-V/def2-TZVPD)
Zr -0.88646 0.37003 0.07242
O -0.45755 -1.38554 0.54559
C 0.63496 -1.89435 1.14218
C 0.81151 -3.28165 1.16123
C 1.87951 -3.86498 1.82037
C 2.80823 -3.07868 2.49837
C 2.67215 -1.70963 2.49046
C 1.62569 -1.07441 1.78618
C 1.53214 0.35857 1.81502
N 0.84589 0.99201 0.91176
N 0.48828 2.34258 1.03401
C -0.77921 2.48658 1.35326
O -1.53596 1.41169 1.53204
C -1.40094 3.80193 1.46545
C -0.70615 4.93045 1.91130
C -1.37460 6.13779 2.01611
C -2.71742 6.23120 1.67319
C -3.40378 5.11666 1.21070
C -2.75627 3.90094 1.11918
H 0.07262 -3.89254 0.66156
H 1.98253 -4.93807 1.82431
H 3.63404 -3.53882 3.01868
H 3.37183 -1.09643 3.03808
H 2.04915 0.91766 2.60133
H 0.33537 4.84637 2.18235
H -0.85748 7.01457 2.37487
H -3.23782 7.17145 1.77379
H -4.44397 5.20354 0.93532
H -3.27870 3.01839 0.76502
N 1.57340 -0.63138 -1.45358
N 1.32015 -0.42692 -2.82123
C 0.18213 0.16878 -3.19328
N -0.14990 0.34817 -4.45184
N -0.58744 0.53294 -2.12830
N -1.82535 0.94232 -2.25901
O -2.39691 1.05681 -1.15614
O -2.35003 1.16720 -3.30494
H 2.45028 -0.18169 -1.17820
H 1.65292 -1.63368 -1.25675
H 1.99644 -0.73135 -3.51899
H 0.44386 0.05691 -5.21856
H -1.05369 0.76622 -4.67904
```

Properties
Kohn-Sham gap in eV: 6.630
Total charge: +2
Relative energy (zero: lowest compared OMol25 entry of this formula, charge and spin) in kJ/mol: 163.6
2S+1: 1
E_tot in a.u.: -1311.321913

=====

Question: Which value of E_tot does entry 1 give?
Answer: -232.277825 a.u.